{"formula": "C5H16N3", "method": "ωB97M-V/def2-TZVPD", "symbols": ["H", "N", "H", "H", "H", "C", "H", "H", "N", "N", "H", "H", "C", "H", "H", "H", "C", "C", "H", "H", "H", "H", "H", "C"], "coordinates": [[-0.553405, 1.917682, -4.013459], [-0.004480, 1.762912, -3.185472], [-1.111800, -3.362685, -0.381270], [0.593349, -1.854528, -1.310078], [0.983696, 1.859215, -3.396724], [0.624139, -1.222936, -0.421160], [1.645926, -0.883338, -0.261372], [-1.109526, -0.163580, -1.306634], [0.173579, -2.054924, 0.751427], [0.150233, 2.345749, 2.234176], [-0.617748, 1.961012, -0.511452], [1.149878, 2.506367, 2.215997], [-0.285152, -0.095868, -0.604524], [0.526643, -3.954554, -0.054099], [0.116814, 0.306220, 1.998418], [-0.591872, -1.553212, 1.198038], [-0.301104, 1.201321, 1.542574], [-0.004984, 1.193959, -0.043544], [-0.173512, 0.841299, -2.815180], [-0.349598, 3.201071, 2.042512], [1.049700, 1.451064, -0.175507], [-1.381863, 1.134311, 1.646328], [-0.653209, -3.905578, 1.248035], [-0.306499, -3.385011, 0.358945]], "forces_ev_per_angstrom": [[-0.1, -0.1, -0.2], [0.3, 0.4, 0.6], [0.0, 0.0, 0.1], [0.1, 0.0, -0.1], [-0.2, -0.1, -0.1], [0.5, -0.5, 0.1], [0.0, 0.0, 0.1], [-0.6, -0.5, 0.6], [-0.8, 0.7, -0.7], [0.2, 0.1, -0.2], [0.0, 0.0, 0.1], [-0.1, -0.1, 0.1], [1.0, 0.8, -0.3], [0.0, 0.1, 0.0], [0.3, 0.0, -0.1], [0.1, -0.2, 0.4], [-0.3, -0.1, 0.9], [-0.4, 0.0, -0.8], [0.0, -0.2, -0.5], [0.0, 0.0, 0.0], [0.1, -0.3, 0.3], [0.0, 0.0, -0.1], [-0.1, 0.1, 0.0], [0.1, -0.2, -0.1]], "gap_ev": 6.79, "relative_energy_ev": 4.268, "fmax_ev_per_a": 1.29, "multiplicity": 1, "charge": 1}